94
Properties=species:S:1:pos:R:3:forces:R:3 method="wB97M-V/def2-TZVPD" energy_ev=-93663.25987 e_lumo_ev=0.58 smiles=COCCNCCOC.COCCNCCOC.COCCNCCOC.ClCCCl.ClCCCl.CO mol_weight_g_mol=629.54 gap_ev=9.112
Cl -6.4425 4.5925 -2.2591 -0.452 0.225 -0.460
Cl -1.7886 2.6940 -1.5445 -0.136 0.287 0.378
Cl -3.4068 5.7291 0.5696 0.334 -0.282 0.394
Cl -2.3657 -0.2575 1.5642 -0.013 0.248 -0.062
O 3.2926 2.7413 -4.0956 -0.054 0.270 0.395
O -0.9435 -1.7818 -2.7982 -0.580 -0.160 0.156
O 1.5021 -2.4048 3.3818 0.660 -0.080 -0.335
O -0.8828 6.5107 -4.5345 0.836 -0.240 -0.081
O -4.6346 -0.7092 6.7378 -0.330 0.503 -0.317
O 2.1657 -4.9059 -0.6159 -0.471 0.756 0.099
O 3.1317 -0.6505 -0.9662 -0.586 0.384 -0.380
N 0.9951 1.2869 -3.1691 -0.716 0.417 0.386
N 4.1990 -3.1163 -1.7942 0.759 0.313 0.601
N -1.6273 -2.2800 5.3977 0.221 -0.565 0.284
C 4.3434 3.6655 -4.1897 1.247 -0.575 0.340
C 1.0184 -2.4271 2.0480 -0.701 -0.413 0.201
C -5.5134 -0.9653 7.7868 0.213 -0.512 1.756
C 0.0016 0.2582 -3.4615 1.286 -0.388 0.055
C -4.5426 5.8420 -0.7786 -0.577 0.726 0.062
C 4.3225 -3.7830 -0.4896 -1.168 0.027 -0.953
C 0.1069 -0.9100 -2.4781 -0.104 0.688 -0.304
C -2.5801 1.5133 -0.4636 -0.268 -0.789 -0.481
C 4.9550 -1.8577 -1.9102 -1.223 -0.536 0.036
C -1.7641 1.2397 0.7828 -0.162 0.163 -0.397
C 1.4253 -5.9844 -0.0846 0.962 -0.116 0.063
C -2.7550 -1.3600 5.4143 -0.261 -0.669 -0.356
C -3.6481 -1.6983 6.6020 0.747 0.476 -0.138
C -1.2703 -2.7090 -1.7785 -0.336 0.409 -0.283
C 3.5657 -5.1040 -0.5775 0.199 -0.291 0.564
C -1.2758 5.9466 -3.2978 -0.857 0.412 0.097
C 2.0564 3.3637 -3.8398 -1.234 0.235 0.184
C 0.5699 -2.8872 4.3076 -0.744 0.686 0.851
C 4.5356 -0.7572 -0.9374 0.457 -0.462 0.647
C -5.4636 4.6518 -0.8124 1.123 -1.124 0.659
C -0.6733 -1.9791 4.3300 -0.535 -0.420 0.668
C 0.9568 2.3635 -4.1577 0.965 -0.610 -0.117
C 2.6903 0.6208 -0.5069 0.668 -0.241 0.654
H -0.5424 -3.5207 -1.7634 0.108 -0.022 0.412
H 4.1549 4.4052 -4.9676 0.029 0.191 0.095
H -0.7257 1.0763 0.5092 0.060 0.053 0.181
H -0.9845 0.7110 -3.3814 -0.113 -0.124 -0.179
H 3.8593 -5.6818 0.3109 -0.244 -0.184 -0.044
H -2.4463 -0.3084 5.4035 -0.105 0.125 0.240
H -2.9934 -1.6967 7.4833 -0.182 -0.146 0.296
H -2.1326 6.5241 -2.9333 0.027 -0.249 0.317
H 0.1882 -0.1458 -4.4663 -0.510 0.005 -0.150
H -6.0670 -0.1067 8.1693 -0.075 0.353 -0.983
H 0.9944 -2.7864 5.3105 0.420 -0.066 -0.121
H 1.6627 -6.0636 0.9815 -0.296 -0.147 0.111
H 4.6500 4.1112 -3.2333 -0.774 0.411 0.051
H 4.6518 -1.5329 -2.9112 0.775 0.332 -0.029
H -0.4898 6.0239 -2.5466 0.192 0.080 -0.262
H -6.2005 -1.7955 7.6053 -0.077 0.022 -0.299
H 1.9312 0.9096 -3.0974 0.002 -0.115 -0.219
H 1.8634 3.6672 -2.8013 0.716 -0.239 0.317
H -1.2702 -2.0841 3.4244 0.362 0.370 -0.260
H -5.1052 6.7520 -0.5733 0.033 0.040 -0.404
H -4.0739 -2.6951 6.4788 -0.091 -0.098 0.000
H -1.5739 4.8971 -3.3818 0.045 0.034 -0.144
H -2.2621 -3.1118 -1.9872 0.104 -0.110 -0.317
H 2.9650 0.7537 0.5494 0.391 0.122 -0.103
H 3.8031 -5.6727 -1.4790 0.558 0.043 0.006
H -4.8240 3.7642 -0.8317 -0.131 0.017 -0.082
H 5.0897 0.1589 -1.1833 -0.457 0.214 -0.290
H 5.3618 -3.9636 -0.2179 0.142 -0.050 -0.308
H 0.3486 -3.2881 1.9297 -0.002 -0.030 -0.148
H -1.1682 -2.2706 6.3034 0.061 0.073 -0.064
H 3.1841 1.3555 -1.1441 -0.347 0.498 0.223
H 3.2276 -2.8737 -1.9558 -0.085 -0.246 0.141
H 1.7393 -6.9181 -0.5642 -0.181 -0.107 -0.028
H 0.3593 -3.9538 4.1839 -0.272 0.020 -0.353
H 1.1723 1.9299 -5.1441 -0.228 0.269 -0.280
H 6.0160 -2.0855 -1.8022 0.062 0.233 -0.285
H -1.3928 -2.1797 -0.8280 0.451 -0.201 0.233
H -0.0274 2.8291 -4.1777 -0.042 0.062 0.119
H -3.9564 5.9279 -1.6878 -0.130 0.000 -0.070
H 4.8186 -0.9577 0.1063 0.192 -0.270 -0.051
H 1.9509 4.3104 -4.3787 0.038 -0.182 -0.557
H 1.6097 0.7277 -0.4939 -0.023 -0.283 -0.680
H 1.8126 -2.5493 1.3164 0.280 0.213 0.227
H -3.5967 1.8160 -0.2208 0.112 0.325 0.010
H -4.9584 -1.2281 8.7052 0.185 -0.304 -0.222
H 1.0710 -1.4279 -2.5535 0.064 0.142 0.079
H 0.0184 -0.4769 -1.4698 -0.120 -0.349 0.109
H -1.6217 6.9391 -4.9638 -0.210 -0.051 0.064
H -2.6711 0.6186 -1.0788 0.101 -0.114 0.159
H 0.4219 -1.5349 1.8390 0.129 0.089 -0.140
H -6.0754 4.5455 0.0807 -0.171 0.357 -0.100
H -1.8851 2.0680 1.4746 0.254 -0.106 0.176
H -3.3283 -1.5410 4.5011 0.004 0.191 -0.087
H 0.3628 -5.8322 -0.2420 -0.016 0.198 -0.035
H -0.3152 -0.9568 4.5078 0.127 0.150 -0.753
H 5.2609 3.1084 -4.4096 -0.293 -0.114 -0.558
H 3.8828 -3.1815 0.3148 -0.022 -0.079 0.174